Entry 1:
# C3H6BrN2S

A gas-phase ion, C3H6BrN2S (charge +1) in a non-equilibrium geometry (the ωB97M-V functional and the def2-TZVPD basis, the Open Molecules 2025 dataset).

The geometry in XYZ format:
```
13
Properties=species:S:1:pos:R:3:forces:R:3:nbo_charge:R:1
C -0.476682 -1.650470 0.089385 2.9 -0.4 -2.4 0.002
C 0.791482 -1.613300 -0.437406 -0.6 -1.6 0.9 -0.381
C 0.662450 0.963568 -0.389612 -2.7 0.8 -0.4 0.045
N -0.882712 -0.495343 0.656865 -2.6 2.4 -2.2 -0.671
N 0.500807 2.217841 0.062914 0.4 -2.1 -1.4 -0.686
S 1.788217 -0.228809 0.072366 0.8 0.6 -0.5 0.439
Br -2.604100 0.196239 -0.028615 1.4 -0.8 0.9 0.208
H -1.178457 -2.423180 -0.033920 -0.5 -1.3 -0.3 0.231
H 1.365874 -2.489784 -0.851770 -0.9 1.1 0.4 0.280
H -0.137600 0.543228 -1.098255 1.5 1.3 0.7 0.263
H 1.212259 2.603962 0.636608 0.5 0.5 0.7 0.422
H -0.826144 -0.488140 1.604947 -0.6 0.3 3.6 0.401
H -0.215389 2.864187 -0.283510 0.4 -0.7 0.0 0.447
```
Positions in Å, forces in eV/Å.

Properties
E_LUMO = -4.8 eV
Total charge = +1
Gap between HOMO and LUMO = 8.6 eV
ΔE to the lowest compared entry with this formula, charge and spin = 2.813 eV

Entry 2:
# C23H51Br4N5O8

8 unconnected molecules or ions with the total composition C23H51Br4N5O8 in a non-equilibrium geometry (the ωB97M-V functional and the def2-TZVPD basis, the Open Molecules 2025 dataset).

The geometry in XYZ format:
```
91
Properties=species:S:1:pos:R:3:forces:R:3:lowdin_charge:R:1
C -8.402331 1.402555 1.974673 1.2 -1.2 0.4 -0.038
C -7.099495 0.660428 1.391677 -3.5 0.0 -0.1 -0.219
O -6.135044 1.625936 1.262844 2.5 0.5 0.0 0.026
C -5.054343 1.516317 2.060079 0.3 1.3 1.5 -0.557
O -4.841506 0.730419 2.956116 -0.6 -0.3 -0.9 0.103
O -4.305174 2.603537 1.862040 -0.7 -0.1 0.0 -0.060
C -3.214979 2.891752 2.766972 0.0 -0.6 -0.6 -0.106
H -9.257631 0.727350 1.945919 0.0 0.0 0.1 0.063
H -8.706389 2.352358 1.536282 0.5 -0.2 -0.6 0.068
H -8.161546 1.639949 3.011753 -0.2 -0.1 0.2 0.066
H -7.350386 0.273259 0.403193 0.2 0.1 -0.1 0.116
H -6.789088 -0.196639 1.988181 0.0 0.3 0.3 0.119
H -3.122673 3.970590 2.662166 0.5 -0.2 0.1 0.067
H -2.389556 2.307599 2.362553 0.4 0.5 0.3 0.046
H -3.334117 2.612098 3.813377 -0.7 -0.1 -0.1 0.095
C 4.735826 2.764460 -1.086977 -2.4 -0.6 0.5 -0.037
N 4.570442 1.856164 -2.212994 -0.6 -0.8 1.0 -0.159
C 3.501969 0.830759 -2.187325 -0.9 0.8 -1.1 -0.039
C 5.552605 1.733015 -3.089505 0.7 -2.2 -1.7 -0.333
O 5.611491 0.829367 -3.951611 0.1 1.7 1.1 -0.035
H 5.568368 3.458779 -1.168024 -0.1 -0.2 0.0 0.094
H 4.637659 2.213909 -0.149091 1.2 -0.3 0.1 0.090
H 3.758728 3.244109 -0.988815 0.2 1.1 -0.4 0.074
H 3.262501 0.581847 -3.220607 0.6 -0.3 -0.1 0.058
H 3.612627 -0.104887 -1.641566 0.8 0.3 0.2 0.064
H 2.529998 1.233215 -1.897335 0.3 0.6 0.6 0.066
H 6.354082 2.469446 -2.927146 0.0 0.0 -0.3 0.134
C 0.104928 2.364728 -3.522359 1.1 0.9 0.3 -0.009
N 1.446177 2.509628 -4.214782 -1.6 -0.3 0.6 -0.166
C 1.857579 1.579958 -5.306164 -0.7 0.4 1.6 -0.030
C 2.187041 3.621579 -3.950857 -2.5 0.6 -0.5 -0.332
O 1.739862 4.596712 -3.316748 1.8 -1.7 -0.6 -0.024
H -0.733108 2.794788 -4.070606 0.0 -0.8 -0.7 0.095
H 0.046306 3.014663 -2.647605 0.8 0.2 0.0 0.056
H -0.032504 1.390328 -3.055142 -0.2 -0.3 -0.9 0.066
H 1.171561 1.575106 -6.153254 0.1 0.5 -0.1 0.088
H 2.867484 1.890842 -5.568929 0.0 -0.5 -0.3 0.082
H 1.801552 0.571550 -4.895737 0.5 -0.1 -0.1 0.063
H 3.075447 3.489944 -4.588203 0.7 1.1 0.7 0.126
C -1.194573 -4.645582 0.513508 -1.0 -2.2 -0.4 -0.061
N -0.431657 -5.169522 1.621692 -0.5 1.7 1.9 -0.220
C 0.415094 -6.295621 1.360008 -0.6 0.2 -0.3 -0.047
C -0.375836 -4.536436 2.831665 0.4 -0.2 -0.7 -0.324
O 0.447593 -4.788483 3.693399 -0.4 -0.1 0.1 -0.002
H -1.841438 -5.487532 0.248569 0.0 -0.3 -0.6 0.080
H -0.536890 -4.504761 -0.344240 -0.2 0.8 0.0 0.091
H -2.006839 -3.942730 0.694430 1.0 0.9 0.5 0.096
H 0.619259 -6.833347 2.284219 0.3 0.2 -0.1 0.093
H -0.211877 -6.920468 0.722608 0.6 -0.4 -0.3 0.087
H 1.305136 -5.915746 0.857099 0.3 -0.6 -0.1 0.097
H -1.151737 -3.762610 2.941640 0.1 0.1 0.0 0.131
C 5.307585 -2.848298 -2.788899 -0.7 -0.1 -0.5 -0.029
N 3.962640 -2.336767 -3.130190 0.8 0.3 -0.5 -0.181
C 3.734495 -1.938228 -4.502474 0.1 -0.3 -1.1 -0.057
C 2.976580 -2.559954 -2.266298 -1.1 0.5 0.3 -0.375
O 1.775331 -2.344060 -2.440397 0.9 -0.2 0.0 -0.023
H 5.981753 -2.681517 -3.627594 -0.1 0.3 0.1 0.090
H 5.224678 -3.930747 -2.686803 0.3 0.0 0.3 0.088
H 5.686657 -2.366947 -1.888599 0.1 -0.1 -0.1 0.089
H 3.840217 -2.810676 -5.151222 -0.1 -0.2 0.0 0.092
H 2.752982 -1.527248 -4.733116 -0.1 -0.1 0.7 0.073
H 4.469858 -1.233691 -4.891054 0.1 0.2 0.6 0.076
H 3.388514 -2.903759 -1.303941 -0.3 -0.2 0.1 0.138
C -2.432119 -1.759242 6.383525 -2.4 0.2 0.5 -0.098
N -1.757641 -1.287325 5.237788 1.6 0.1 0.1 -0.183
C -0.321005 -1.658428 5.280262 0.4 0.0 -0.5 -0.033
C -2.396145 -0.678987 4.206980 2.0 0.1 -1.4 -0.295
O -1.877393 -0.586847 3.081403 -0.9 0.1 1.3 -0.029
H -2.754225 -2.778867 6.165506 0.7 -0.5 1.0 0.099
H -3.410553 -1.301225 6.551594 -0.1 0.6 -0.6 0.085
H -1.964821 -1.485696 7.329151 0.6 -0.9 -0.1 0.094
H -0.036195 -2.712684 5.275858 -1.0 -0.5 -0.5 0.072
H 0.255929 -1.230927 4.461352 -0.4 0.3 0.0 0.086
H 0.128130 -1.383488 6.235821 -0.3 0.8 0.0 0.081
H -3.346013 -0.190706 4.469033 -0.1 -0.4 -0.1 0.121
Br -3.097541 -0.080766 -1.359115 1.6 0.1 0.8 0.515
C -1.373781 0.166747 -0.263613 -0.2 -0.1 0.5 -0.613
C -0.173147 -0.632738 -0.746979 0.1 -0.1 -0.2 -0.611
Br 1.337573 -0.443725 0.554540 -0.7 0.1 -0.3 0.611
H -1.577275 -0.151074 0.759394 -0.5 -0.2 -0.2 0.018
H -1.225025 1.241948 -0.177778 0.1 -0.1 -0.6 -0.025
H 0.274009 -0.360124 -1.701152 -0.2 0.2 0.1 0.017
H -0.360374 -1.704266 -0.784501 -0.1 0.1 0.1 0.037
Br -2.088933 3.855619 -0.054680 0.9 0.1 0.3 0.731
C -0.352288 4.794379 0.190863 -0.3 0.9 -0.9 -0.634
C 0.861262 4.165756 0.893987 -1.3 0.1 -0.4 -0.616
Br 0.461768 3.964868 2.820104 0.3 -0.1 -0.7 0.609
H -0.604797 5.775822 0.591488 -0.1 -0.3 0.7 0.050
H -0.212774 5.074162 -0.853703 1.0 -0.5 0.0 0.030
H 1.706617 4.843487 0.784387 -0.1 0.1 0.2 0.061
H 1.134877 3.201525 0.467987 -0.1 -0.1 0.3 0.038
```
Positions in Å, forces in eV/Å.

Properties
E_LUMO = 0.4 eV
Total charge = 0
Gap between HOMO and LUMO = 9.4 eV
SMILES = CCOC(=O)OC.CN(C)C=O.CN(C)C=O.CN(C)C=O.CN(C)C=O.CN(C)C=O.BrCCBr.BrCCBr

Entry 3:
# C20H23FN4OS

A single C20H23FN4OS molecule (the ωB97M-V functional and the def2-TZVPD basis, the Open Molecules 2025 dataset).

The geometry in XYZ format:
```
50
Properties=species:S:1:pos:R:3:forces:R:3:nbo_charge:R:1
C 0.337896 3.219708 -3.455047 0.2 0.1 -0.1 -0.255
O -0.903134 2.766977 -2.965432 -0.3 -0.1 0.2 -0.499
C -0.993694 1.493324 -2.504676 -0.2 -0.4 0.1 0.338
C 0.037991 0.559209 -2.507798 0.1 0.3 -0.2 -0.343
C -0.168865 -0.710500 -2.004156 -0.4 0.0 0.0 -0.055
C -1.394766 -1.101789 -1.469863 -0.2 0.3 -0.1 -0.213
C -1.588464 -2.426047 -0.904522 0.2 -0.4 0.3 0.177
N -2.777718 -3.079548 -0.949247 0.3 0.2 -0.1 -0.322
N -2.735014 -4.267712 -0.365077 -0.5 -0.6 0.2 -0.257
C -1.502753 -4.397833 0.086071 -0.1 0.3 -0.2 -0.048
C -0.720301 -3.273493 -0.221339 -0.2 0.2 -0.2 -0.163
C 0.705182 -3.065091 0.173401 0.0 0.1 -0.1 -0.223
N 0.999264 -1.668390 0.413164 0.3 -0.3 0.2 -0.454
C 2.418274 -1.408887 0.553632 0.1 0.2 -0.1 -0.219
C 2.622863 0.044168 0.950418 0.3 -0.1 -0.1 -0.232
N 2.132513 0.278120 2.300425 0.1 0.0 0.0 -0.441
C 1.881394 1.681847 2.585391 0.1 -0.2 0.1 -0.246
C 0.667527 2.267578 1.930599 0.0 0.2 -0.3 -0.214
C -0.586124 2.388888 2.447803 0.3 0.0 0.0 -0.261
C -1.516675 2.951101 1.544257 -0.1 0.1 -0.1 -0.261
C -0.961830 3.258382 0.346979 0.3 0.0 -0.1 -0.404
S 0.709129 2.855472 0.297640 -0.4 0.1 0.5 0.414
C 1.056144 -0.629479 2.665665 -0.1 -0.3 -0.1 -0.237
C 0.202755 -1.048870 1.466325 -0.2 0.3 0.2 -0.248
C -2.413798 -0.148103 -1.494558 0.3 0.1 -0.1 0.434
F -3.637425 -0.460923 -0.999368 0.2 0.0 -0.1 -0.334
C -2.237722 1.120304 -1.994963 0.0 0.1 -0.1 -0.340
H 0.656376 2.646350 -4.330955 0.0 0.0 0.0 0.180
H 0.178364 4.257420 -3.743368 0.1 -0.1 0.0 0.203
H 1.111348 3.172431 -2.682270 0.0 0.0 -0.1 0.181
H 1.009379 0.811259 -2.900883 0.1 0.0 -0.1 0.222
H 0.636146 -1.423218 -2.026415 0.1 -0.1 0.0 0.217
H -3.640720 -2.746642 -1.349067 0.1 0.0 0.1 0.416
H -1.206469 -5.283829 0.611891 0.0 -0.2 0.1 0.204
H 0.921556 -3.699478 1.054214 0.0 0.0 -0.1 0.176
H 1.364822 -3.405473 -0.635438 0.0 0.0 0.1 0.204
H 2.902902 -2.066358 1.296327 0.0 0.0 0.0 0.169
H 2.895027 -1.592096 -0.415143 0.1 0.0 0.1 0.199
H 2.107923 0.669103 0.204462 0.0 -0.1 0.0 0.179
H 3.689378 0.294880 0.930575 -0.1 0.0 -0.1 0.199
H 1.773221 1.779147 3.670564 0.0 0.1 -0.1 0.212
H 2.774484 2.234119 2.279101 0.0 0.0 0.1 0.210
H -0.840848 2.097226 3.451739 0.0 -0.1 0.2 0.220
H -2.550897 3.121855 1.783704 -0.2 0.0 0.0 0.225
H -1.421378 3.689956 -0.519036 -0.2 0.1 -0.2 0.240
H 0.424427 -0.158418 3.419427 0.0 0.0 0.0 0.208
H 1.505206 -1.521955 3.118884 -0.2 0.0 0.1 0.190
H -0.578356 -1.737449 1.798033 0.0 0.0 0.0 0.213
H -0.292448 -0.163113 1.046446 -0.1 0.0 0.1 0.199
H -3.052090 1.825873 -1.988518 -0.1 0.1 0.0 0.239
```
Positions in Å, forces in eV/Å.

Properties
E_LUMO = 0.6 eV
Total charge = 0
Gap between HOMO and LUMO = 8.6 eV
SMILES = COc1ccc(-c2[nH]ncc2CN2CCN(Cc3cccs3)CC2)c(F)c1
ΔE to the lowest compared entry with this formula, charge and spin = 0.143 eV

Entry 4:
# C3H13NO2S2

3 unconnected molecules or ions with the total composition C3H13NO2S2 in a non-equilibrium geometry (the ωB97M-V functional and the def2-TZVPD basis, the Open Molecules 2025 dataset).

The geometry in XYZ format:
```
21
Properties=species:S:1:pos:R:3:forces:R:3:nbo_charge:R:1
N -0.984854 2.094444 -1.189870 -0.6 0.2 -0.2 -0.849
C -0.442663 0.813633 -0.771958 1.0 0.6 0.3 -0.214
C -1.576567 -0.149755 -0.503214 -0.8 -0.3 0.2 -0.434
C -1.258786 -1.323210 0.423506 0.7 0.2 -0.8 -0.522
S -0.638046 -2.827231 -0.411087 -0.6 -0.3 0.4 0.093
S 0.915527 -2.364689 -1.606683 0.6 0.3 -0.1 -0.138
H -0.311317 2.833857 -1.305801 0.2 -0.1 -0.1 0.368
H -1.581149 2.057833 -2.010347 0.2 -0.1 0.1 0.357
H 0.156556 1.044736 0.124134 -0.4 -0.3 0.2 0.169
H 0.337935 0.394161 -1.426162 -0.5 -0.1 -0.3 0.174
H -2.013567 -0.465037 -1.458835 0.1 -0.2 0.1 0.207
H -2.381613 0.393088 -0.009654 0.0 0.4 0.0 0.224
H -2.103976 -1.715797 0.986104 -0.3 0.1 -0.3 0.236
H -0.571614 -0.953966 1.171800 0.5 -0.2 0.3 0.209
H 0.303253 -1.979662 -2.741465 -0.2 0.0 0.1 0.120
O 3.201362 0.156385 0.704928 -0.1 -0.1 0.5 -0.937
H 3.148552 -0.320378 1.543396 0.3 0.0 0.0 0.467
H 2.444003 -0.208798 0.242782 -0.2 0.0 -0.5 0.472
O 1.110934 0.675471 3.078195 0.2 -0.3 0.4 -0.951
H 1.905313 0.982772 2.624331 -0.4 0.2 -0.3 0.480
H 0.340719 0.862143 2.535900 0.2 0.2 -0.2 0.471
```
Positions in Å, forces in eV/Å.

Properties
E_LUMO = 0.4 eV
Total charge = 0
Gap between HOMO and LUMO = 9.7 eV
SMILES = NCCCSS.O.O
ΔE to the lowest compared entry with this formula, charge and spin = 0.567 eV

Entry 5:
# C4H9N2O

2 unconnected molecules or ions with the total composition C4H9N2O in a non-equilibrium geometry (the ωB97M-V functional and the def2-TZVPD basis, the Open Molecules 2025 dataset).

The geometry in XYZ format:
```
16
Properties=species:S:1:pos:R:3:forces:R:3:nbo_charge:R:1
C 1.774061 -0.895755 0.886189 -1.4 -1.0 0.7 0.881
C -0.431192 1.418728 0.652401 0.3 0.1 0.4 -0.370
C -0.715984 0.373721 -0.088260 -0.8 -0.3 -1.9 0.153
C -0.087115 0.140647 -1.454845 0.4 -1.6 1.5 -0.683
N 2.572386 -0.182654 0.433794 1.5 1.4 -0.9 -0.718
N -1.714238 -0.726856 0.288282 -2.5 2.4 0.0 -0.732
O 0.841881 -1.515437 1.238212 -0.3 -0.6 0.2 -0.603
H 0.366368 2.053346 0.274487 -0.2 0.0 0.1 0.245
H -0.790212 1.684383 1.635236 -0.4 -0.2 0.0 0.239
H 0.629768 0.885251 -1.487981 1.9 1.2 -0.2 0.250
H -0.719156 0.453921 -2.210214 -1.8 0.1 -1.6 0.243
H 0.413335 -0.832053 -1.741266 -0.8 0.8 0.8 0.248
H 3.520440 0.112312 0.453817 0.3 0.0 0.1 0.460
H -0.993447 -1.323759 0.564719 1.1 -2.4 1.7 0.467
H -2.225211 -1.206229 -0.505331 0.7 1.1 0.8 0.454
H -2.441683 -0.439566 1.060759 2.0 -0.9 -1.6 0.467
```
Positions in Å, forces in eV/Å.

Properties
E_LUMO = -3.4 eV
Total charge = +1
Gap between HOMO and LUMO = 11.4 eV
ΔE to the lowest compared entry with this formula, charge and spin = 2.308 eV

Entry 6:
# C4H5ClN4

A molecular structure, C4H5ClN4 in a non-equilibrium geometry (the ωB97M-V functional and the def2-TZVPD basis, the Open Molecules 2025 dataset).

The geometry in XYZ format:
```
14
Properties=species:S:1:pos:R:3:forces:R:3:nbo_charge:R:1
C -1.391076 -0.115517 0.018433 1.7 -3.9 -0.8 0.311
C 1.352116 0.075686 0.001484 0.5 2.0 0.9 0.053
C 0.493583 1.228629 0.045929 4.4 0.8 -0.8 -0.185
C -0.780175 1.115657 -0.060128 -3.4 5.2 1.7 -0.257
H -5.030261 -0.556611 -0.264861 4.0 2.5 0.5 0.301
H -3.614328 0.712811 1.122795 -1.3 -0.8 -4.8 0.333
H -0.614671 -2.288444 -0.177151 -0.1 4.0 1.0 0.424
H 0.885589 2.239378 0.098606 0.5 -0.3 0.1 0.234
H -1.283750 2.174338 0.190279 0.2 -2.9 -1.1 0.244
N -3.663057 0.384618 -0.197819 -1.1 -1.7 5.5 -0.579
N -2.547010 -0.550385 0.032122 -3.8 -0.7 -1.0 -0.363
N -0.374045 -1.200263 0.023218 -2.4 -3.5 -0.3 -0.390
N 0.931402 -1.085422 0.131969 -1.9 -2.0 -0.8 -0.173
Cl 3.010571 0.061880 -0.054730 2.7 1.3 -0.1 0.047
```
Positions in Å, forces in eV/Å.

Properties
E_LUMO = -0.1 eV
Total charge = 0
Gap between HOMO and LUMO = 7.9 eV
ΔE to the lowest compared entry with this formula, charge and spin = 7.023 eV